Entry 1:
The following is a DFT calculation (ωB97M-V with the def2-TZVPD basis set) of one molecule with the formula C6H8N2.

- net charge = 0
- ΔE to the lowest compared entry with this formula, charge and spin (eV) = 8.356
- lowest unoccupied orbital energy (eV) = 0.67

Last column: Mulliken charge in e.
Cartesian coordinates (Å):
N1 -1.98103 0.04080 -0.13257  0.019
N2 2.02054 -0.02927 0.07170  0.066
C1 1.34202 -1.10151 -0.19022  -0.770
C2 -1.22349 1.20371 0.39311  -0.771
C3 0.01620 -0.75714 0.40676  0.423
C4 -0.00933 0.71650 -0.20469  -0.005
C5 -1.44373 -1.24286 -0.07709  -0.560
C6 1.24692 1.09375 0.14227  -0.426
H1 -2.00818 -2.13680 0.05352  0.322
H2 -0.19494 0.65740 -1.27198  0.238
H3 2.05868 -1.96450 -0.05739  0.187
H4 -1.65576 2.05668 -0.15867  0.225
H5 3.12746 -0.02639 -0.33054  0.361
H6 -0.05346 -0.94214 1.62781  0.250
H7 -3.00735 0.23536 -0.22914  0.266
H8 1.76544 2.19643 -0.04288  0.175

Forces on the atoms, in the same order (eV/Å):
-2.5746 -1.6671 2.3776
4.7365 4.3564 -3.2450
0.6086 -4.5487 1.1139
-3.2077 -1.2940 -2.5073
-2.4247 -2.6659 -0.6862
-1.6502 -1.7863 2.6173
2.1084 6.1677 0.3340
7.4581 4.6025 0.5919
-0.3291 -0.2968 -0.1885
0.6879 -0.6519 -1.0584
-1.7108 0.1626 -0.1053
-0.0105 0.1584 0.5546
-3.9881 0.3461 2.0964
0.4460 1.2259 -2.5590
1.1748 -0.8406 0.0502
-1.3245 -3.2682 0.6139

Entry 2:
The following is a DFT calculation (ωB97M-V with the def2-TZVPD basis set) of C2H6CoO3 as an isolated structure.

- net charge = +2
- ⟨S²⟩ = 8.761
- multiplicity = 6
- lowest unoccupied orbital energy (spin up / spin down) (eV) = -8.30 / -16.97

Last column: Mulliken charge in e.
Cartesian coordinates (Å):
Co1 -1.31843 0.63478 -1.90779  0.671
O1 -0.64808 0.14239 -0.05887  -0.348
O2 0.69210 0.32945 -1.70071  -0.426
O3 1.37301 -1.01422 0.03681  -0.239
C1 0.73256 0.14961 -0.30997  0.678
C2 -1.06054 0.08657 1.30645  -0.579
H1 -2.15156 0.02304 1.29719  0.289
H2 -0.74093 0.99741 1.82924  0.363
H3 1.24244 0.97197 0.21145  0.528
H4 1.57412 0.25289 -2.11483  0.373
H5 0.93812 -1.77316 -0.37596  0.383
H6 -0.63281 -0.80074 1.78700  0.308

Forces on the atoms, in the same order (eV/Å):
-1.3517 0.4674 -1.0086
0.6110 -0.4539 -0.7941
0.7580 -1.1184 0.3606
-0.4534 0.9103 -0.4439
1.1351 0.8437 1.3646
-0.8653 0.0876 1.8849
0.2197 -0.0599 -0.0133
0.0259 -0.1476 -0.1879
-0.0580 -0.1622 -0.1553
0.2957 0.4265 -0.5621
-0.1243 -0.9653 -0.3237
-0.1927 0.1718 -0.1213

Question: What is the net charge in the second record?
Answer: +2